C42H56N3O7OsP3Si | the ωB97M-V functional and the def2-TZVPD basis

Properties
⟨S²⟩: 6.028
E_HOMO (spin up / spin down), eV: -13.26 / -14.18
E, eV: -101458.00987
Multiplicity: 5
Maximum force, eV Å⁻¹: 1.389
Net charge: +2

XYZ file:
```
113
Properties=species:S:1:pos:R:3:forces:R:3:mulliken_charge:R:1
H -4.039899 -1.286860 4.427596 0.000 -0.001 0.003 0.5062
H 3.699615 1.946015 -3.737819 0.003 -0.006 -0.015 0.3504
H 5.454626 -0.266843 1.387262 0.006 0.000 -0.012 0.5617
H 0.703945 0.829080 5.927200 -0.011 0.026 0.016 0.4787
H -4.255201 -2.739963 -0.717312 0.025 -0.042 -0.022 0.3943
C -2.297638 2.485427 3.375629 -0.027 0.023 0.062 -0.2944
H 0.737656 4.387940 0.687865 0.026 0.037 0.031 0.5941
H -2.905141 -1.160060 2.226603 0.026 -0.001 0.021 -0.6483
C 2.547880 -3.897320 0.880212 -0.081 0.155 0.193 -0.2990
C 2.832108 0.088413 -3.021877 -0.083 0.092 0.400 0.7132
H 3.730066 -0.636372 1.441652 -0.005 0.044 0.014 0.0696
C -2.073919 1.075940 -1.972645 0.007 -0.071 0.076 -0.6231
C -4.111046 0.078340 -0.095503 0.198 -0.021 0.051 1.0307
C -1.584446 3.785961 1.036831 -0.119 0.061 0.053 -0.2320
H -3.965416 2.228099 -0.368726 0.000 0.007 -0.012 0.2496
H -3.328446 1.666640 1.180003 -0.209 -0.004 -0.143 0.4123
C -2.350957 -1.003313 3.158044 0.309 -0.063 -0.082 1.5869
H -1.201093 -2.264327 4.519363 0.019 -0.003 -0.013 0.3693
C 2.674306 4.823830 -0.075980 0.029 0.013 -0.027 -0.9890
C 1.454598 -3.119597 0.552854 0.714 -0.589 0.022 -0.8098
H -2.590200 -3.318201 -0.801948 0.106 -0.082 0.032 0.0711
C -3.336067 -0.484539 4.200605 -0.027 -0.001 -0.027 -1.6434
C 4.490774 -0.169312 -0.536414 -0.385 0.006 -0.145 0.7755
O -0.303608 -2.538076 -0.821955 0.398 -0.601 -0.370 0.0654
H 5.267818 0.464212 -0.973611 -0.019 0.013 -0.015 0.8091
H 4.896936 0.673443 -3.431490 0.017 0.028 -0.048 0.4172
Si -0.007173 1.662134 -0.045045 -0.927 -0.023 0.287 -0.7847
H -3.178159 2.700913 -4.735895 -0.003 0.002 0.013 0.4603
O -1.023450 -4.795369 -2.448705 0.041 0.137 0.062 -0.4951
H -3.912380 0.359857 3.827870 -0.008 0.007 0.036 0.3962
N 0.177318 -4.933481 -2.545138 -0.182 -0.236 -0.237 0.9595
C -1.733190 -2.345703 3.570408 -0.008 0.039 -0.042 -1.4511
C 4.480906 0.008952 0.982152 0.021 0.014 0.002 -1.4066
C -3.413340 -2.922056 -1.387987 0.071 0.067 -0.099 -1.6987
H -1.369852 4.283607 0.097765 0.046 0.043 0.036 0.4986
H 1.777152 0.863533 2.325130 0.029 0.006 -0.006 -0.1639
H -5.316998 0.539068 -1.853666 -0.008 -0.004 -0.024 0.3402
C 1.449263 1.199365 3.311364 0.037 -0.096 0.003 -1.2410
C -2.051983 -1.837129 -3.317021 -0.115 -0.068 0.115 -1.3735
H -0.469152 1.880967 5.147101 0.001 -0.007 0.007 0.3077
H 3.037235 -0.984741 -3.106992 -0.002 0.006 0.016 0.5707
C 1.612238 2.643108 -0.215133 -0.128 -0.369 0.127 0.5539
C -1.113589 2.493190 1.265959 0.444 -0.004 -0.289 1.4578
Os -0.393891 -0.835303 0.462380 0.328 0.514 -0.608 1.1039
C 4.726313 -1.624744 -0.947063 0.112 0.029 -0.017 -1.8296
P -0.965627 0.112410 2.609104 -0.228 0.507 -0.190 -0.5597
H -2.745009 5.432300 1.777195 0.004 -0.007 -0.007 0.4822
C -2.714878 3.788991 3.153389 -0.036 -0.057 0.067 -1.4262
O 0.775485 -5.422780 -3.475740 -0.060 0.185 0.121 -0.5584
C -0.728393 3.017097 -2.426333 0.003 0.016 -0.023 0.1008
H -4.191837 -0.615394 0.747522 0.007 -0.011 -0.026 0.3012
N 1.031085 -2.034706 1.266260 -0.731 0.792 0.877 0.6965
C 3.853220 3.006051 -1.087755 0.006 -0.063 -0.030 -0.7076
C -5.340151 -0.118871 -0.984620 -0.057 -0.058 0.062 -1.8155
O 1.712105 -1.648640 2.269890 0.575 -0.509 0.132 -0.5735
H 3.833932 -2.225408 -0.760756 0.016 -0.028 -0.036 0.3917
C 2.850328 -4.952414 0.037836 -0.282 0.363 0.052 -0.5664
H 0.109771 3.660139 -2.181722 -0.004 0.010 -0.033 0.5450
H -1.038251 -2.718305 2.813468 0.017 -0.047 0.081 0.1745
C 1.597662 3.985106 0.173337 -0.073 -0.084 0.079 -0.5806
H 0.765735 -0.700118 4.056914 0.029 -0.071 -0.020 0.8951
C 0.360429 0.294592 3.897293 -0.070 -0.129 -0.307 0.7109
H 4.743449 2.614919 -1.565688 0.013 0.059 0.024 0.4648
C -2.572303 2.485530 -3.865617 -0.046 -0.011 -0.047 -1.0479
H -6.219775 0.155708 -0.401134 0.004 0.030 -0.003 0.5100
H -0.932558 0.247467 5.669004 0.052 0.023 0.026 0.3733
H 5.003372 -1.716007 -1.997436 -0.054 -0.026 0.000 0.3513
H 1.322619 0.071704 -4.568936 0.037 0.009 -0.010 0.6873
H 2.348643 -6.110844 -1.714192 0.032 0.001 0.013 0.7036
C 2.769995 2.165980 -0.841892 0.100 -0.129 -0.171 0.5376
C -1.518827 3.320476 -3.524491 0.028 0.039 0.044 -0.8730
P -2.476242 -0.356231 -0.923944 -0.346 0.515 0.062 0.7792
H 2.322689 1.183636 3.964786 -0.017 0.009 0.018 0.7077
H -2.521639 -3.088397 3.691109 -0.007 0.010 0.028 0.4734
H -2.848621 -0.206504 5.133809 -0.061 -0.001 -0.018 0.2367
H 0.672319 -0.173265 -2.944716 -0.058 -0.003 -0.030 -0.0597
H 3.854135 0.587371 -4.848019 0.006 -0.001 0.004 0.4486
H -5.484685 -1.147330 -1.309038 -0.043 0.080 -0.015 0.4011
H -1.308408 4.202953 -4.114368 0.006 -0.024 -0.027 0.4913
C 2.077951 -5.272746 -1.086434 -0.288 -0.123 -0.356 -0.6757
H 3.150092 -3.666198 1.747158 0.029 -0.031 -0.025 0.7828
H -2.450688 -2.609281 -3.975634 -0.007 0.000 -0.016 0.5733
H -3.321055 4.291600 3.895444 -0.003 -0.003 -0.010 0.4922
C 0.631966 -3.384324 -0.600376 -0.400 0.538 0.010 1.1905
H 1.191535 1.437174 -3.457021 -0.009 -0.012 -0.040 0.2042
H -5.065085 1.722477 0.910692 -0.031 -0.036 -0.020 0.6097
N 4.056858 -5.756200 0.316109 0.240 -0.240 0.156 1.0130
C -4.104690 1.509114 0.439798 -0.048 -0.064 0.047 -1.8720
H 4.647675 4.990266 -0.900669 -0.002 -0.013 -0.028 0.4653
C 3.804100 4.338920 -0.716020 -0.001 0.067 0.050 -0.9872
H 4.281518 1.043379 1.267543 -0.018 -0.025 0.031 0.3585
C 3.887656 0.872992 -3.796892 0.079 -0.034 0.072 -1.6883
C 1.417084 0.371831 -3.525005 0.053 -0.025 -0.002 -1.3407
H -1.067847 -2.153016 -3.001414 0.189 -0.079 0.069 -0.1678
O 4.797883 -5.331067 1.176465 -0.123 -0.046 -0.187 -0.5660
C -0.996266 1.896153 -1.638462 0.376 -0.069 0.177 0.7129
O 1.716230 -0.260536 -0.526329 -0.827 -0.375 0.073 -0.0259
C -2.380820 4.431882 1.971703 0.008 -0.003 -0.089 -1.0953
P 2.892850 0.409974 -1.216652 0.497 0.283 -0.389 -0.5370
O 4.195820 -6.768080 -0.333005 -0.035 0.187 0.070 -0.5619
H -3.660407 0.716147 -3.388856 -0.012 0.037 -0.004 0.4772
H 2.628225 5.858900 0.235653 0.013 -0.005 0.010 0.5012
C -1.520660 1.828448 2.422732 0.197 -0.056 0.043 -0.3503
H -3.703610 -3.695689 -2.096788 -0.055 -0.018 -0.023 0.5408
H -3.926782 -1.224289 -2.565898 0.032 0.079 0.073 1.0066
H -2.596812 1.989163 4.286723 0.014 0.030 -0.016 0.7330
C -2.846353 1.365871 -3.096232 -0.053 0.049 0.006 -0.3567
C -3.015435 -1.647097 -2.141077 0.400 -0.132 0.138 0.5671
H 1.104050 2.231842 3.236199 -0.010 0.000 0.005 0.2210
C 0.974162 -4.521940 -1.386193 0.423 -0.214 0.047 -0.4620
H -1.946337 -0.917804 -3.892125 -0.015 -0.058 -0.012 0.3349
H 5.538800 -2.047572 -0.355056 0.005 0.004 0.001 0.5267
C -0.135945 0.847742 5.231443 -0.046 -0.076 0.017 -1.4407
```
Positions in Å, forces in eV/Å.